No. 1
DFT (the ωB97M-V functional and the def2-TZVPD basis) results for 2 unconnected molecules or ions with the total composition C4H7NO2 in a non-equilibrium geometry.

Summary:
total energy	-9844.064	eV
charge	0
orbital gap	10.7020	eV

Geometry (Å):
C -0.740 -0.547 -0.258
C 0.179 0.597 -0.048
C 1.063 0.671 1.138
C 1.610 1.916 0.933
O 1.258 2.403 -0.245
N 0.451 1.559 -0.865
H -0.278 -1.349 0.465
H -0.705 -0.891 -1.243
H -1.697 -0.357 0.335
H 0.850 -0.054 1.912
H 2.364 2.471 1.432
O 0.813 -3.223 0.392
H 1.465 -3.850 0.222
H 0.958 -2.485 -0.223

From a Löwdin analysis of the wavefunction, the atomic charges in e read: atom 1 (C): -0.031, atom 2 (C): -0.370, atom 3 (C): 0.022, atom 4 (C): -0.124, atom 5 (O): -0.036, atom 6 (N): 0.073, atom 7 (H): 0.076, atom 8 (H): 0.061, atom 9 (H): 0.117, atom 10 (H): 0.107, atom 11 (H): 0.114, atom 12 (O): -0.041, atom 13 (H): 0.002, atom 14 (H): 0.030

No. 2
DFT (the ωB97M-V functional and the def2-TZVPD basis) results for 2 unconnected molecules or ions with the total composition C2H8BN in a non-equilibrium geometry.

Summary:
total energy	-4368.053	eV
charge	0
orbital gap	8.6647	eV

Geometry (Å):
B -1.354 -0.746 0.277
C 1.477 0.612 0.127
C 0.926 -0.737 -0.143
N -2.002 0.409 -0.144
H -1.772 -1.807 0.493
H 1.804 0.711 1.263
H 2.294 0.787 -0.467
H 0.795 1.322 0.032
H 0.973 -0.993 -1.226
H 1.302 -1.466 0.492
H -2.864 0.572 -0.637
H -1.578 1.336 -0.067

From a Löwdin analysis of the wavefunction, the atomic charges in e read: atom 1 (B): -0.069, atom 2 (C): -0.209, atom 3 (C): -0.150, atom 4 (N): 0.096, atom 5 (H): -0.001, atom 6 (H): 0.121, atom 7 (H): 0.031, atom 8 (H): -0.016, atom 9 (H): 0.057, atom 10 (H): -0.001, atom 11 (H): 0.068, atom 12 (H): 0.073